{
  "formula": "C55H110N6O11",
  "method": "ωB97M-V/def2-TZVPD",
  "symbols": ["C", "C", "C", "C", "C", "C", "N", "O", "C", "C", "C", "H", "H", "H", "H", "H", "H", "H", "H", "H", "H", "H", "H", "H", "H", "H", "H", "H", "H", "C", "C", "C", "C", "C", "C", "N", "O", "C", "C", "C", "H", "H", "H", "H", "H", "H", "H", "H", "H", "H", "H", "H", "H", "H", "H", "H", "H", "H", "C", "C", "C", "C", "C", "C", "N", "O", "C", "C", "C", "H", "H", "H", "H", "H", "H", "H", "H", "H", "H", "H", "H", "H", "H", "H", "H", "H", "H", "C", "C", "C", "C", "C", "C", "N", "O", "C", "C", "C", "H", "H", "H", "H", "H", "H", "H", "H", "H", "H", "H", "H", "H", "H", "H", "H", "H", "H", "C", "C", "C", "C", "C", "C", "N", "O", "C", "C", "C", "H", "H", "H", "H", "H", "H", "H", "H", "H", "H", "H", "H", "H", "H", "H", "H", "H", "H", "C", "C", "C", "N", "C", "C", "C", "C", "C", "H", "H", "H", "H", "H", "H", "H", "H", "H", "H", "H", "H", "H", "H", "H", "H", "H", "H", "O", "C", "O", "O", "H", "O", "C", "O", "O", "H"],
  "positions_angstrom": [[-3.073, 0.942, -1.178], [-4.179, 1.317, -2.152], [-3.602, 0.972, -3.521], [-4.634, 0.904, -4.698], [-5.686, -0.121, -4.268], [-6.542, 0.193, -3.020], [-5.497, 0.449, -1.926], [-5.413, -0.464, -1.056], [-7.456, -1.084, -2.761], [-7.384, 1.450, -3.197], [-4.470, 2.816, -2.059], [-3.347, 1.033, -0.125], [-2.228, 1.626, -1.233], [-2.754, -0.100, -1.234], [-2.890, 0.152, -3.618], [-2.924, 1.791, -3.773], [-4.271, 0.507, -5.646], [-5.048, 1.885, -4.929], [-5.251, -1.110, -4.114], [-6.431, -0.288, -5.047], [-8.165, -0.778, -1.992], [-6.896, -1.951, -2.413], [-7.955, -1.348, -3.692], [-7.785, 1.850, -2.267], [-8.180, 1.242, -3.912], [-6.827, 2.220, -3.730], [-4.823, 3.124, -1.074], [-5.274, 3.152, -2.715], [-3.667, 3.521, -2.275], [1.873, -3.841, -3.048], [0.667, -4.432, -3.780], [0.835, -5.965, -4.072], [0.997, -6.764, -2.823], [0.194, -6.241, -1.684], [-1.054, -5.251, -1.989], [-0.517, -4.116, -2.897], [-1.199, -3.004, -3.010], [-1.464, -4.651, -0.577], [-2.273, -5.804, -2.821], [0.487, -3.636, -5.155], [2.818, -3.974, -3.574], [2.004, -4.145, -2.009], [1.776, -2.767, -2.884], [1.770, -6.014, -4.634], [0.121, -6.346, -4.803], [2.035, -6.704, -2.491], [0.956, -7.828, -3.061], [0.834, -5.622, -1.059], [-0.354, -7.031, -1.170], [-2.035, -3.729, -0.687], [-0.567, -4.269, -0.088], [-1.960, -5.349, 0.095], [-1.902, -6.190, -3.769], [-3.031, -5.035, -2.974], [-2.836, -6.603, -2.337], [1.377, -3.805, -5.764], [0.467, -2.552, -5.059], [-0.327, -3.958, -5.804], [1.927, 4.629, 4.985], [3.155, 3.709, 5.150], [3.560, 3.550, 6.633], [2.520, 2.713, 7.434], [2.357, 1.318, 6.786], [1.949, 1.349, 5.281], [2.791, 2.346, 4.608], [2.963, 2.156, 3.363], [0.477, 1.795, 5.083], [2.224, -0.093, 4.769], [4.358, 4.267, 4.315], [1.468, 4.655, 3.995], [2.091, 5.677, 5.236], [1.115, 4.379, 5.668], [3.611, 4.549, 7.066], [4.540, 3.107, 6.815], [1.577, 3.261, 7.414], [2.815, 2.661, 8.481], [1.634, 0.719, 7.338], [3.318, 0.813, 6.893], [0.110, 2.541, 5.787], [-0.324, 1.066, 5.211], [0.420, 2.168, 4.059], [2.032, -0.149, 3.695], [1.493, -0.768, 5.210], [3.246, -0.467, 4.823], [5.210, 3.591, 4.376], [4.595, 5.270, 4.667], [4.086, 4.436, 3.273], [-4.104, -1.451, 1.528], [-3.458, -1.711, 2.908], [-2.204, -0.823, 2.989], [-2.576, 0.658, 3.143], [-3.353, 0.865, 4.380], [-4.664, 0.124, 4.554], [-4.402, -1.309, 4.089], [-4.778, -2.337, 4.855], [-5.746, 0.803, 3.708], [-5.082, 0.210, 6.020], [-2.908, -3.150, 3.021], [-3.403, -1.808, 0.774], [-4.383, -0.434, 1.260], [-5.013, -2.055, 1.513], [-1.479, -0.915, 2.181], [-1.646, -1.032, 3.904], [-2.981, 1.124, 2.242], [-1.723, 1.337, 3.215], [-3.549, 1.906, 4.638], [-2.677, 0.543, 5.175], [-5.499, 1.062, 2.678], [-5.959, 1.793, 4.115], [-6.733, 0.341, 3.671], [-5.959, -0.333, 6.372], [-5.228, 1.247, 6.320], [-4.283, -0.198, 6.641], [-2.522, -3.276, 4.032], [-2.136, -3.273, 2.263], [-3.653, -3.939, 2.916], [4.447, -0.766, 1.332], [5.524, 0.114, 0.689], [6.960, -0.366, 1.033], [7.282, -1.680, 0.298], [7.306, -1.422, -1.199], [5.927, -1.001, -1.768], [5.334, 0.084, -0.810], [4.253, 0.703, -1.287], [4.923, -2.158, -1.813], [6.108, -0.440, -3.196], [5.512, 1.560, 1.132], [4.563, -1.820, 1.084], [3.429, -0.500, 1.050], [4.554, -0.659, 2.412], [6.997, -0.626, 2.090], [7.772, 0.296, 0.734], [6.665, -2.503, 0.662], [8.282, -2.011, 0.580], [7.589, -2.360, -1.680], [8.027, -0.668, -1.514], [5.240, -2.945, -2.495], [3.911, -1.808, -2.011], [4.958, -2.567, -0.803], [5.203, 0.031, -3.582], [6.375, -1.161, -3.968], [6.885, 0.325, -3.221], [5.627, 1.689, 2.208], [4.499, 1.951, 1.006], [6.162, 2.217, 0.558], [-0.098, 5.908, -2.047], [0.298, 4.421, -2.085], [0.003, 3.855, -3.468], [0.782, 2.565, -3.763], [2.298, 2.705, -3.837], [0.431, 1.506, -2.661], [0.572, 0.149, -3.255], [0.018, 0.359, -4.700], [0.208, 1.856, -5.011], [-1.111, 6.051, -2.425], [0.703, 6.420, -2.576], [-0.193, 6.140, -0.987], [-0.174, 3.895, -1.254], [1.365, 4.415, -1.857], [0.468, 4.570, -4.148], [-1.048, 3.698, -3.704], [2.446, 3.258, -4.763], [2.691, 1.690, -3.819], [2.635, 3.228, -2.943], [0.941, 1.699, -1.717], [-0.627, 1.663, -2.448], [1.632, -0.110, -3.209], [0.135, -0.754, -2.827], [0.408, -0.367, -5.412], [-1.055, 0.237, -4.860], [0.953, 1.988, -5.795], [-0.736, 2.213, -5.417], [2.004, 2.106, 0.523], [1.271, 3.070, 1.190], [0.104, 2.703, 1.513], [1.755, 4.215, 1.380], [1.297, 1.466, 0.684], [1.005, -0.573, 1.204], [0.708, -1.467, 0.215], [-0.441, -1.463, -0.257], [1.671, -2.108, -0.201], [0.109, -0.213, 1.250]],
  "forces_ev_per_angstrom": [[-0.6, -0.6, 1.7], [1.1, 0.6, 0.2], [-0.1, 0.6, -3.1], [-0.3, -0.8, 1.3], [-0.3, 0.1, -0.4], [-0.7, -0.4, -0.2], [1.5, -5.2, 2.2], [-0.3, 4.4, -3.1], [1.1, 1.5, 0.8], [0.2, 0.4, -0.7], [-1.7, 0.7, 0.3], [-0.4, 0.3, 0.0], [-0.1, 0.0, -0.5], [0.2, 0.1, -0.5], [-0.6, -0.7, 0.8], [-0.1, 0.4, 0.4], [0.7, 0.2, 0.2], [-0.1, 0.0, 0.2], [0.3, 0.0, 0.1], [-0.1, 0.2, -0.1], [-0.3, -0.4, -0.1], [0.1, 0.1, 0.0], [-0.1, 0.3, 0.1], [-0.1, -0.1, -0.1], [-0.3, -0.3, 0.4], [0.1, 0.1, 0.4], [0.1, -0.3, 0.2], [0.0, -0.3, -0.2], [0.6, -0.7, -0.1], [0.4, 0.9, 1.1], [-0.2, 1.2, -2.2], [0.4, 1.2, -0.5], [1.3, -0.8, -0.3], [-2.7, 1.0, -0.1], [0.4, 0.0, 1.1], [-4.1, 4.1, -0.4], [4.2, -6.2, 0.7], [0.6, 0.8, -1.1], [0.6, 0.1, 0.1], [0.6, -0.4, 0.4], [-0.3, -0.4, -0.3], [-0.1, -0.5, -0.1], [-0.4, 0.1, -0.4], [0.1, 0.2, 0.0], [-0.5, 0.2, 0.4], [0.1, 0.2, -0.1], [-0.8, 0.0, 0.2], [-0.2, -0.5, 0.5], [0.6, 0.0, 0.6], [-0.4, -0.3, -0.2], [0.2, -0.3, 0.0], [0.0, -0.3, -0.5], [-0.3, 0.1, -0.1], [0.3, 0.3, -0.2], [0.6, -0.2, 0.4], [0.2, -0.3, 0.3], [-0.3, -0.1, 0.5], [-0.3, -0.2, 0.5], [-1.4, 0.0, 0.2], [1.7, 0.9, 0.1], [-1.0, -0.5, 0.8], [0.0, 0.4, -1.0], [0.3, 1.0, 0.6], [0.1, -1.9, 2.6], [-0.4, 0.1, -6.5], [-0.1, 0.7, 5.5], [-0.3, 0.6, -0.5], [-0.7, 0.7, -1.8], [-1.0, -0.2, -0.2], [0.5, -0.4, -0.3], [1.0, -0.1, 0.0], [0.2, -0.3, 0.0], [0.0, 0.1, -0.2], [0.1, -0.1, -0.6], [-0.1, -0.1, 0.1], [0.1, -0.2, -0.1], [-0.1, 0.0, -0.2], [0.0, -0.2, -0.2], [0.7, 0.4, -0.1], [0.8, -1.0, -0.1], [-0.4, 0.2, 0.0], [-0.3, 0.1, -0.1], [0.3, 0.1, 0.4], [0.0, 0.3, 0.8], [0.1, 0.2, 0.1], [0.1, -0.2, 0.5], [-0.2, -0.3, 0.0], [-1.0, -0.7, 0.6], [1.2, 0.3, -1.0], [0.2, 2.3, 1.4], [0.5, 0.8, -1.4], [0.5, 0.2, 1.2], [-1.2, 0.2, 0.0], [-1.0, -6.2, 3.9], [2.0, 6.5, -4.6], [-0.9, 0.5, -1.0], [0.4, -1.0, 0.8], [-1.3, 0.1, 0.8], [0.1, -0.1, 0.1], [0.2, 0.1, 0.5], [-0.1, -0.1, -0.4], [-0.6, -0.7, -0.4], [0.0, -0.5, 0.1], [-0.7, -0.4, -0.1], [0.6, -0.5, 0.2], [-0.2, 0.1, -0.3], [-0.1, -0.2, 0.3], [0.5, -0.5, -0.1], [0.3, -0.1, 0.5], [0.2, -0.5, 0.3], [-0.2, -0.1, -0.7], [0.1, 0.1, -0.4], [0.2, 0.1, 0.0], [0.4, -0.1, -0.1], [0.0, 0.1, 0.1], [-0.2, 0.2, -0.2], [-0.4, -0.2, -0.2], [2.3, 0.9, 0.5], [-0.2, -2.3, -0.9], [0.9, 0.5, 0.4], [-1.1, -0.7, -0.1], [1.2, 0.2, -1.2], [-7.2, 1.5, -3.2], [6.7, -3.2, 2.9], [-0.1, 0.2, 1.5], [-0.3, 1.2, 0.1], [-2.3, 1.1, -0.1], [0.1, 0.1, 0.1], [0.1, 0.3, -0.1], [0.1, 0.1, 0.0], [0.0, 0.7, 0.1], [-0.4, 0.6, 0.4], [-0.4, 0.0, -0.5], [0.1, 0.2, 0.1], [-0.1, 0.1, -0.4], [0.2, 0.0, 0.4], [0.2, 0.3, -0.2], [0.0, -0.1, -0.1], [-0.5, -0.4, -0.2], [-0.2, 0.0, 0.2], [0.1, -0.5, 0.6], [0.0, 0.0, 0.1], [0.7, -0.4, -0.1], [-0.1, 0.2, -0.3], [0.3, -0.3, 0.2], [-0.3, -1.2, 0.6], [-0.4, 0.1, 0.3], [2.1, 0.2, 0.2], [-1.8, -2.2, 1.0], [-1.6, 0.2, -0.1], [-1.2, 0.8, 0.8], [0.5, -0.6, -1.6], [0.1, 0.1, 0.3], [1.7, -0.5, -1.0], [0.2, 0.3, -0.5], [-0.5, 0.7, 0.1], [0.6, 0.6, -0.1], [-0.2, -0.3, -0.2], [0.0, -0.3, -0.1], [-0.5, 0.1, -0.4], [0.1, -0.1, 0.1], [0.7, -0.1, 0.2], [0.2, 0.2, -0.4], [0.0, 0.1, -0.2], [0.4, 0.1, -0.3], [0.0, 0.3, -0.1], [0.2, 0.0, -0.7], [-0.6, 0.7, 0.8], [0.6, 0.5, -0.2], [-0.2, -0.5, 1.0], [-0.1, 0.2, 0.0], [0.2, 0.9, 0.7], [-0.3, 0.2, 0.1], [-0.3, 3.6, 0.7], [0.0, -0.9, 0.0], [0.2, -1.8, -0.3], [0.5, -1.4, -0.5], [-1.2, 0.3, 0.6], [1.6, -0.7, -1.7], [-1.7, 0.3, 0.3], [1.0, -0.9, -0.3], [0.1, 1.0, 0.8]],
  "gap_ev": 3.9,
  "lumo_ev": -11.23,
  "de_lowest_kcal_mol": 0.0,
  "e_tot_ev": -90232.981,
  "charge": 4,
  "spin_multiplicity": 1
}